Entry one
Formula: C3H6FN3
Source: the Open Molecules 2025 dataset
Level of theory: ωB97M-V/def2-TZVPD

## Properties
Multiplicity: 1
Orbital gap (eV): 9.2
E_HOMO (eV): -8.3
LUMO level (eV): 0.88

CARTESIAN COORDINATES (ANGSTROEM)
C -0.863 -1.175 0.132
C -1.392 0.038 -0.024
C -0.537 1.123 -0.508
N 0.494 -1.301 -0.203
N 1.131 -0.073 -0.456
N 1.854 0.296 0.635
F -2.690 0.290 0.278
H -1.381 -2.058 0.466
H -0.671 1.460 -1.526
H -0.290 1.906 0.195
H 0.633 -1.929 -0.991
H 1.375 0.258 1.534
H 2.339 1.166 0.466

=====

Entry two
Formula: C3H6FN3
Source: the Open Molecules 2025 dataset
Level of theory: ωB97M-V/def2-TZVPD

## Properties
Multiplicity: 1
Orbital gap (eV): 9.6
E_HOMO (eV): -8.8
Structure (SMILES): NN/C=N\C=C\F
LUMO level (eV): 0.87

CARTESIAN COORDINATES (ANGSTROEM)
N 1.655 1.299 0.200
N 1.842 0.015 -0.231
C 0.885 -1.073 -0.011
N -0.339 -1.198 -0.098
C -1.183 -0.127 -0.280
C -2.386 -0.171 0.274
F -3.442 0.575 -0.155
H 1.273 2.006 -0.537
H 0.984 1.294 0.981
H 2.767 -0.142 -0.200
H 1.520 -1.961 0.207
H -0.907 0.511 -1.122
H -2.669 -1.027 0.972

=====

Entry three
Formula: C3H6FN3
Source: the Open Molecules 2025 dataset
Level of theory: ωB97M-V/def2-TZVPD

## Properties
Multiplicity: 1
Orbital gap (eV): 9.5
E_HOMO (eV): -8.9
Structure (SMILES): [H]/N=C\N/N=C/CF
LUMO level (eV): 0.64

CARTESIAN COORDINATES (ANGSTROEM)
H 1.025 -1.927 0.028
N 0.731 -2.425 -0.857
C -0.218 -1.814 -1.551
N -0.897 -0.692 -1.241
N -0.858 0.100 -0.205
C 0.188 0.553 0.373
C -0.033 1.438 1.585
F 0.979 2.419 1.553
H -0.442 -2.209 -2.582
H -1.731 -0.487 -1.771
H 1.170 0.293 0.098
H -0.155 0.777 2.499
H -1.120 1.842 1.425

=====

Top of the stability list: entry three, leading by 48.9 kJ/mol.

=====

Entry one
Formula: C4H13N2O2
Source: the Open Molecules 2025 dataset
Level of theory: ωB97M-V/def2-TZVPD

## Properties
Multiplicity: 1
Charge: -1
Orbital gap (eV): 7.4
E_HOMO (eV): -3.4
LUMO level (eV): 3.92

CARTESIAN COORDINATES (ANGSTROEM)
N -1.101 -1.513 1.965
C -0.570 -0.903 0.737
C -0.738 0.600 0.711
C -0.619 1.255 -0.703
O 0.631 1.734 -0.975
C 0.904 -1.243 0.509
N 1.009 -2.602 -0.122
H -0.784 -0.941 2.737
H -0.729 -2.450 2.085
H -1.058 -1.405 -0.095
H -1.691 0.892 1.176
H -0.005 1.044 1.408
H -0.914 0.471 -1.396
H -1.360 2.082 -0.702
H 1.344 -0.515 -0.175
H 1.522 -1.254 1.413
H 0.437 -2.590 -0.951
H 1.976 -2.855 -0.239
H 0.238 3.455 -3.173
H 0.744 2.957 -1.769
O 0.762 3.782 -2.441

=====

Entry two
Formula: C4H13N2O2
Source: the Open Molecules 2025 dataset
Level of theory: ωB97M-V/def2-TZVPD

## Properties
Multiplicity: 1
Charge: -1
Orbital gap (eV): 7.0
E_HOMO (eV): -2.9
LUMO level (eV): 4.12

CARTESIAN COORDINATES (ANGSTROEM)
C -0.454 0.919 2.222
N 0.441 2.087 2.498
C 0.137 -0.162 1.365
C -0.857 -1.421 1.331
N 0.394 0.359 -0.052
C 0.763 -0.764 -1.077
O -0.377 -1.169 -1.508
H -1.298 1.307 1.688
H -0.973 0.661 3.163
H 1.305 1.828 3.031
H 0.761 2.481 1.595
H 1.190 -0.469 1.709
H -0.252 -2.329 1.560
H -1.106 -1.695 0.187
H -1.698 -1.286 2.001
H -0.662 0.786 -0.336
H 1.382 -0.133 -1.777
H 1.395 -1.533 -0.712
H -0.769 -0.065 -3.369
H 0.432 -0.572 -4.339
O -0.008 0.226 -4.063

=====

Top of the stability list: entry one, leading by 183.9 kJ/mol.

=====

Entry one
Formula: C4H9ClNO
Source: the Open Molecules 2025 dataset
Level of theory: ωB97M-V/def2-TZVPD

## Properties
Multiplicity: 1
Charge: +1
Orbital gap (eV): 8.8
E_HOMO (eV): -14.7
LUMO level (eV): -5.93

CARTESIAN COORDINATES (ANGSTROEM)
C -1.023 -0.255 1.242
C -0.613 1.320 -0.456
C 1.362 0.316 0.625
C -0.092 -1.138 -0.702
N 0.000 0.024 0.283
O -1.242 -1.210 -1.418
Cl -0.436 -0.733 2.701
H 0.243 1.887 -0.846
H -1.245 0.944 -1.320
H -1.238 1.786 0.365
H 1.775 0.650 -0.305
H 1.518 1.045 1.313
H 2.068 -0.554 0.940
H -1.992 -1.006 -0.842
H 0.833 -1.024 -1.455
H 0.084 -2.053 -0.125

=====

Entry two
Formula: C4H9ClNO
Source: the Open Molecules 2025 dataset
Level of theory: ωB97M-V/def2-TZVPD

## Properties
Multiplicity: 1
Charge: +1
Orbital gap (eV): 11.4
E_HOMO (eV): -14.9
Structure (SMILES): O[C@H]1CC[NH2+][C@H]1Cl
LUMO level (eV): -3.54

CARTESIAN COORDINATES (ANGSTROEM)
O 2.276 0.406 -0.267
C 1.023 0.159 0.274
C -0.022 1.236 -0.030
C -1.346 0.544 0.239
N -1.057 -0.954 0.009
C 0.400 -1.092 -0.363
Cl 0.511 -1.095 -2.114
H 2.934 0.557 0.413
H 1.048 -0.028 1.355
H 0.099 2.126 0.581
H 0.075 1.525 -1.075
H -1.675 0.634 1.271
H -2.154 0.840 -0.422
H -1.634 -1.343 -0.739
H -1.262 -1.479 0.859
H 0.785 -2.036 0.009

=====

Top of the stability list: entry two, leading by 467.4 kJ/mol.

=====

Entry one
Formula: CH4NO
Source: the Open Molecules 2025 dataset
Level of theory: ωB97M-V/def2-TZVPD

## Properties
Multiplicity: 1
Charge: -1
Orbital gap (eV): 6.2
E_HOMO (eV): -1.2
Structure (SMILES): CN[O-]
LUMO level (eV): 5.03

CARTESIAN COORDINATES (ANGSTROEM)
C -0.056 -0.189 0.197
N 1.162 0.539 0.203
O 2.242 -0.340 -0.217
H -0.312 -0.702 -0.713
H 0.149 -0.834 0.968
H -0.894 0.422 0.520
H 1.072 1.137 -0.689

=====

Entry two
Formula: CH4NO
Source: the Open Molecules 2025 dataset
Level of theory: ωB97M-V/def2-TZVPD

## Properties
Multiplicity: 1
Charge: -1
Orbital gap (alpha / beta) (eV): 5.0 / 5.0
E_HOMO (alpha / beta) (eV): -0.4 / -0.4
LUMO level (alpha / beta) (eV): 4.68 / 4.67

CARTESIAN COORDINATES (ANGSTROEM)
C 1.020 -0.017 0.077
N -2.151 0.455 0.101
O -2.932 -0.395 -0.487
H -0.082 0.044 0.063
H 1.420 0.992 0.068
H 1.375 -0.555 -0.799
H 1.350 -0.523 0.977

=====

Entry three
Formula: CH4NO
Source: the Open Molecules 2025 dataset
Level of theory: ωB97M-V/def2-TZVPD

## Properties
Multiplicity: 1
Charge: -1
Orbital gap (eV): 6.1
E_HOMO (eV): -1.0
Structure (SMILES): CN[O-]
LUMO level (eV): 5.08

CARTESIAN COORDINATES (ANGSTROEM)
C -0.139 0.413 -0.418
N 0.508 -0.404 0.693
O -0.666 -0.784 1.463
H -1.100 0.718 -0.074
H 0.579 1.405 -0.645
H -0.131 -0.086 -1.366
H 0.949 -1.262 0.347

=====

Top of the stability list: entry one, leading by 6.0 kJ/mol.